Entry 1:
Molecular formula: C36H63Cl4NO16P
Method: DFT, ωB97M-V with the def2-TZVPD basis set

Last column: Löwdin charge in e.
Positions of all 121 atoms, in Å:
C1 -2.24219 1.22076 0.15543  -0.12
C2 -3.77270 1.56249 -0.33910  -0.24
C3 -4.69641 0.22869 -0.63309  -0.21
C4 -4.32128 -0.43516 -2.08724  -0.21
C5 -4.55524 -2.08241 -1.99563  -0.21
C6 -3.92097 -2.70191 -3.39496  -0.21
C7 -2.79191 -3.82250 -2.99926  -0.21
C8 -1.52024 -3.23145 -2.12729  -0.21
C9 -0.34266 -4.35077 -2.16970  -0.20
C10 0.66031 -4.30958 -3.48992  -0.14
C11 1.74961 -3.12993 -3.59928  -0.29
C12 3.16733 -4.00184 -3.77967  -0.21
O1 4.42354 -3.30173 -3.72640  -0.17
C13 5.48160 -4.13932 -3.13176  -0.17
O2 5.46755 -4.21399 -1.66417  -0.17
C14 6.08824 -3.04395 -1.02948  -0.16
C15 7.16866 -3.66235 0.08810  -0.20
O3 7.26345 -2.85552 1.31305  -0.13
C16 1.88725 -2.50958 -2.05185  -0.09
O4 2.94868 -1.53206 -1.87316  -0.11
C17 3.02015 -0.52728 -2.93310  -0.34
O5 4.43429 -0.36093 -3.28149  -0.19
C18 5.27036 0.14656 -2.20294  -0.20
C19 5.20306 1.77345 -1.94852  -0.17
C20 6.69597 2.39672 -1.52291  -0.24
C21 7.08042 1.84138 -0.00147  -0.14
C22 1.95389 -0.63795 -4.14935  -0.71
Cl1 0.42634 0.24415 -3.41157  0.71
P1 2.50461 0.61737 -5.47736  0.66
O6 2.74813 2.10499 -4.52414  -0.38
Cl2 4.37562 0.30611 -6.37961  0.23
N1 1.56110 -2.02704 -4.65559  -0.44
Cl3 2.49736 -2.50711 -6.08180  0.92
C23 0.15736 -2.05298 -5.29588  -0.22
C24 -0.23447 -0.99337 -6.43494  -0.59
O7 0.30638 -0.75205 -7.62947  -0.07
Cl4 -1.77152 0.06617 -6.10133  0.57
H1 -2.17377 0.05892 0.37448  0.06
H2 -1.44727 1.56979 -0.63282  0.06
H3 -2.01415 1.76776 1.17664  0.07
H4 -3.79958 2.27584 -1.28297  0.12
H5 -4.29161 2.13990 0.54373  0.08
H6 -4.54207 -0.60318 0.18255  0.10
H7 -5.83735 0.57391 -0.63235  0.12
H8 -4.99998 -0.06467 -2.98000  0.12
H9 -3.16709 -0.30586 -2.36014  0.10
H10 -4.06239 -2.54421 -1.02126  0.08
H11 -5.71417 -2.33732 -1.95393  0.12
H12 -4.81341 -3.28546 -3.91575  0.12
H13 -3.49026 -1.85485 -4.09975  0.09
H14 -2.31740 -4.28623 -3.98606  0.10
H15 -3.23148 -4.74464 -2.38869  0.14
H16 -1.90911 -3.18515 -0.99910  0.10
H17 -1.21090 -2.13770 -2.39978  0.08
H18 0.24135 -4.51099 -1.14264  0.12
H19 -0.91824 -5.39343 -2.30182  0.13
H20 -0.03847 -4.55741 -4.38784  0.11
H21 1.19995 -5.37594 -3.34206  0.15
H22 3.16473 -4.67120 -2.78328  0.15
H23 3.06897 -4.83262 -4.63368  0.15
H24 6.55967 -3.85193 -3.48238  0.17
H25 5.27207 -5.24914 -3.51873  0.16
H26 6.60163 -2.34757 -1.81681  0.13
H27 5.26255 -2.49830 -0.37780  0.14
H28 6.84431 -4.76221 0.39882  0.15
H29 8.20332 -3.74956 -0.45080  0.13
H30 7.72877 -2.00490 1.04272  0.10
H31 2.13684 -3.41665 -1.31600  0.17
H32 0.89554 -1.94371 -1.70338  0.13
H33 2.76745 0.50026 -2.36830  0.16
H34 6.40024 -0.07157 -2.52624  0.15
H35 5.14645 -0.36023 -1.15688  0.11
H36 4.53674 1.92235 -0.97904  0.12
H37 4.77802 2.29631 -2.90430  0.10
H38 6.60517 3.58706 -1.53300  0.12
H39 7.52793 2.05268 -2.29216  0.11
H40 7.02348 0.66473 0.04011  0.06
H41 8.22543 2.12823 0.17293  0.09
H42 6.38098 2.28520 0.84000  0.09
H43 3.10257 2.81907 -5.16368  0.10
H44 -0.70908 -2.10826 -4.51787  0.11
H45 0.15318 -3.08009 -5.91338  0.15
C25 -2.06145 5.91177 5.14842  -0.01
C26 -2.37743 4.72066 4.26595  -0.34
C27 -1.42433 4.56013 3.11976  -0.11
O8 -2.22458 3.92921 2.13578  0.03
C28 -3.51576 4.29992 2.38811  -0.49
O9 -4.44723 4.12082 1.62477  0.13
O10 -3.62207 4.90316 3.61245  0.09
H46 -2.74682 5.94151 6.00176  0.05
H47 -1.03694 5.86799 5.52779  0.10
H48 -2.19854 6.85348 4.60499  0.10
H49 -2.43689 3.80616 4.86857  0.16
H50 -0.56615 3.93352 3.37848  0.14
H51 -1.06204 5.51190 2.71527  0.14
C29 -0.22737 -1.20383 4.12369  -0.02
C30 -1.45797 -1.91165 3.59271  -0.34
C31 -1.22998 -3.36513 3.30402  -0.11
O11 -2.15303 -3.62365 2.26102  0.08
C32 -2.34563 -2.43778 1.60918  -0.47
O12 -2.90783 -2.32362 0.53527  0.07
O13 -1.81877 -1.39507 2.32288  0.08
H52 -0.46880 -0.16646 4.37741  0.09
H53 0.16365 -1.69749 5.01748  0.09
H54 0.56325 -1.16394 3.36590  0.09
H55 -2.30415 -1.76677 4.27535  0.17
H56 -1.44041 -3.99819 4.17063  0.15
H57 -0.22100 -3.58556 2.93782  0.14
C33 -7.52775 5.88749 8.63445  -0.02
C34 -6.35088 5.78065 7.68529  -0.35
C35 -5.05727 5.46599 8.37484  -0.11
O14 -4.09716 6.06757 7.52456  0.02
C36 -4.73008 7.10163 6.89337  -0.50
O15 -4.16498 7.96856 6.25191  0.14
O16 -6.08448 7.03521 7.08145  0.09
H58 -8.45240 6.05284 8.07188  0.09
H59 -7.64322 4.97939 9.23234  0.09
H60 -7.41509 6.74411 9.30857  0.10
H61 -6.56779 5.05633 6.89073  0.16
H62 -4.88082 4.38963 8.45467  0.14
H63 -4.97099 5.91639 9.37004  0.15

Values from the calculation:
Multiplicity ... 1
Calculated total energy ... -131961.121 eV
LUMO ... -4.443 eV
Energy relative to the best compared isomer or geometry (same formula, charge and spin) ... 270.4 kcal per mole
Charge ... +1
Orbital gap ... 6.8 eV
HOMO level ... -11.238 eV

---

Entry 2:
Molecular formula: C22H34ClNO3P2Ti
Method: DFT, ωB97M-V with the def2-TZVPD basis set

Last column: Löwdin charge in e.
Positions of all 64 atoms, in Å:
Ti1 -0.10545 -0.74730 -0.15162  0.66
P1 2.85063 -0.87762 -0.67736  0.83
P2 -2.67232 -0.45089 -0.32323  0.80
N1 0.22384 -0.27864 -1.82863  -0.15
H1 1.53002 -1.25078 -0.33268  -0.07
C1 3.30349 -2.27641 -1.67303  -0.19
H2 4.39909 -2.33212 -1.64805  0.07
H3 2.96693 -2.11776 -2.70134  0.07
H4 2.88918 -3.22276 -1.31569  0.04
C2 3.84377 -0.83969 0.78191  -0.21
H5 4.87999 -1.01483 0.44846  0.06
H6 3.53812 -1.61048 1.50101  0.07
H7 3.77324 0.14048 1.26784  0.07
C3 3.28599 0.53606 -1.60966  -0.21
H8 4.38397 0.63729 -1.60054  0.07
H9 2.85462 1.45238 -1.20547  0.07
H10 2.96633 0.44357 -2.65105  0.06
C4 -3.76199 -1.60123 -1.15668  -0.25
H11 -4.77746 -1.22376 -1.11680  0.04
H12 -3.70589 -2.58728 -0.70774  0.04
H13 -3.42898 -1.67148 -2.18007  0.05
C5 -3.34922 -0.31399 1.35857  -0.24
H14 -4.43733 -0.27061 1.25431  0.04
H15 -2.98254 0.59772 1.84815  0.05
H16 -3.06564 -1.18797 1.96275  0.04
C6 -3.10122 1.14504 -1.09196  -0.25
H17 -4.18452 1.28508 -0.95283  0.04
H18 -2.85620 1.10279 -2.16494  0.05
H19 -2.53893 1.96599 -0.62490  0.04
C7 0.14413 0.62175 -2.84143  -0.42
C8 0.00834 1.07939 -5.23616  -0.12
C9 0.06494 0.16742 -4.19360  -0.06
C10 0.06274 2.03377 -2.58701  -0.07
C11 -0.00222 2.93186 -3.64589  -0.11
C12 -0.02555 2.45702 -4.96365  -0.13
H20 -0.00514 0.69553 -6.25636  0.09
H21 0.07518 -0.91377 -4.34729  0.10
H22 0.06347 2.38147 -1.55296  0.09
H23 -0.02896 4.00194 -3.43367  0.10
H24 -0.06840 3.15751 -5.79557  0.09
C13 -0.41260 -3.15885 0.61232  -0.59
O1 -1.12071 -2.54521 -0.26162  -0.28
C14 0.63626 -4.16737 0.15615  -0.05
H25 1.21123 -4.55550 0.98881  0.06
H26 1.39081 -3.87014 -0.58457  0.03
H27 0.05623 -5.02849 -0.24826  0.09
C15 -0.65575 -2.97979 1.99357  -0.09
H28 -1.70149 -3.28767 2.11750  0.09
H29 -0.53142 -1.97865 2.44891  0.07
H30 -0.02590 -3.66369 2.59057  0.09
Cl1 -0.61401 4.35989 6.68246  0.69
C16 -0.36854 3.44264 5.26057  -0.68
C17 0.29231 2.20538 5.35238  -0.09
C18 0.47925 1.46052 4.19422  -0.01
C19 0.00882 1.92995 2.97282  -0.14
C20 -0.64154 3.16463 2.86255  0.00
C21 -0.82802 3.92460 4.02154  -0.09
C22 0.13500 0.97256 1.84902  -0.56
O2 0.71274 -0.14281 2.04459  -0.09
O3 -0.36127 1.15744 0.67893  -0.14
H31 0.65408 1.83409 6.30613  0.11
H32 0.98188 0.49421 4.24226  0.12
H33 -0.97816 3.50057 1.88284  0.12
H34 -1.32924 4.88696 3.98118  0.10

Values from the calculation:
Multiplicity ... 1
Calculated total energy ... -85212.677 eV
LUMO (spin up / spin down) ... 0.253 / 0.272 eV
Charge ... 0
Orbital gap (spin up / spin down) ... 5.3 / 6.0 eV
HOMO level (spin up / spin down) ... -5.037 / -5.774 eV

---

Q: Which of these has the highest charge?
A: C36H63Cl4NO16P